The following is a quantum chemistry calculation of a single C3H4O3S molecule in a non-equilibrium geometry, from the Open Molecules 2025 dataset.

Calculated values
Kohn-Sham gap (alpha / beta)   8.9612 / 8.9596 eV
LUMO (alpha / beta)   0.0006 / 0.0005 hartree
Relative energy (zero: lowest compared OMol25 entry of this formula, charge and spin)   142.0 kcal/mol
Strongest force on any atom   4.009 eV/A
E_tot   -740.4332 Ha

The geometry in XYZ format:
```
11
Properties=species:S:1:pos:R:3:mulliken_charge:R:1
C -0.43226 0.82551 -0.52713 -0.559
C -0.88221 0.20200 0.70609 0.024
C 1.79847 -0.47463 0.00597 0.200
O 1.52746 -0.00804 1.09733 -0.477
O -1.38157 -0.92707 0.77207 0.015
O -1.60634 -1.56353 -0.38846 -0.537
S 0.77137 -0.34018 -1.37838 0.003
H -1.38342 0.86939 -1.26025 0.305
H -0.10256 1.81099 -0.35492 0.390
H -0.98267 0.71451 1.66444 0.346
H 2.67373 -1.10896 -0.33677 0.289
```

The following is a quantum chemistry calculation of 3 unconnected molecules or ions with the total composition CH4O2 in a non-equilibrium geometry, from the Open Molecules 2025 dataset.

Calculated values
Kohn-Sham gap   10.3472 eV
LUMO   0.0029 hartree
Relative energy (zero: lowest compared OMol25 entry of this formula, charge and spin)   76.8 kcal/mol
Strongest force on any atom   6.251 eV/A
E_tot   -190.8281 Ha

The geometry in XYZ format:
```
7
Properties=species:S:1:pos:R:3:mulliken_charge:R:1
C -1.02978 0.11919 -0.27262 -0.100
O 1.13124 -0.35228 -0.03481 -0.669
O -0.54631 1.19223 -0.46695 -0.435
H -1.01119 -0.50979 -1.17184 0.234
H -1.27362 -0.09859 0.77214 0.271
H 2.03518 -0.88153 0.90418 0.329
H 0.69449 0.53077 0.26988 0.371
```

The following is a quantum chemistry calculation of a gas-phase ion, C4H8NOS (charge -1) in a non-equilibrium geometry, from the Open Molecules 2025 dataset.

Calculated values
Kohn-Sham gap   6.2563 eV
Total charge   -1
SMILES string   C[C@@H](C[S-])NC=O
LUMO   0.1346 hartree
Relative energy (zero: lowest compared OMol25 entry of this formula, charge and spin)   55.8 kcal/mol
Strongest force on any atom   7.605 eV/A
E_tot   -685.3671 Ha

The geometry in XYZ format:
```
15
Properties=species:S:1:pos:R:3:mulliken_charge:R:1
O -1.53436 3.30305 0.40509 -0.623
C -0.99562 2.25921 -0.16531 0.053
N -0.74669 0.94898 0.33270 -0.301
C 0.30398 -0.00580 0.17940 0.553
C -0.32764 -1.26581 -0.44923 -0.972
S 0.98266 -2.33416 -0.99236 -0.656
C 0.99782 -0.30442 1.45912 -1.269
H -0.51098 2.18769 -1.13631 0.363
H -0.75271 1.24910 1.34676 0.164
H 1.17403 0.37143 -0.50443 0.187
H -0.96957 -0.92293 -1.27020 0.302
H -0.95532 -1.76034 0.26405 0.270
H 0.31915 -0.29694 2.49236 0.228
H 1.78370 -1.08750 1.43090 0.353
H 1.81959 0.43971 1.54103 0.347
```

The following is a quantum chemistry calculation of 2 unconnected molecules or ions with the total composition C3H8BrN in a non-equilibrium geometry, from the Open Molecules 2025 dataset.

Calculated values
Kohn-Sham gap   10.4549 eV
SMILES string   C/C=N/C.Br
LUMO   0.0347 hartree
Relative energy (zero: lowest compared OMol25 entry of this formula, charge and spin)   12.2 kcal/mol
Strongest force on any atom   2.908 eV/A
E_tot   -2747.8117 Ha

The geometry in XYZ format:
```
13
Properties=species:S:1:pos:R:3:mulliken_charge:R:1
C 0.89118 -1.56019 0.07252 -0.735
C -1.02968 1.69373 0.03256 -0.964
C 0.45183 -0.14835 -0.30155 0.014
N -0.46536 0.38954 0.39843 -0.505
Br -3.18223 -1.62464 -0.29965 -0.241
H 1.43849 -1.32470 0.92441 0.253
H -0.00135 -2.13161 0.31840 0.227
H 1.47843 -2.10101 -0.78794 0.258
H -1.48731 2.11608 0.94302 0.228
H -0.23210 2.35795 -0.11676 0.410
H -1.50709 1.45808 -0.95437 0.443
H -2.66466 -0.26231 -0.35827 0.195
H 0.81397 0.18138 -1.24429 0.416
```

The following is a quantum chemistry calculation of a single C3H6O molecule in a non-equilibrium geometry, from the Open Molecules 2025 dataset.

Calculated values
Kohn-Sham gap   10.8917 eV
SMILES string   OC1CC1
LUMO   0.0370 hartree
Relative energy (zero: lowest compared OMol25 entry of this formula, charge and spin)   33.4 kcal/mol
Strongest force on any atom   2.423 eV/A
E_tot   -193.0900 Ha

The geometry in XYZ format:
```
10
Properties=species:S:1:pos:R:3:mulliken_charge:R:1
C 0.27401 0.21203 0.50474 0.111
C -0.06945 -0.86803 -0.42425 -0.489
C 0.11032 0.56901 -0.96747 -0.648
H -0.62249 0.12886 2.21626 0.314
H 1.34468 0.17759 0.86754 0.271
H -1.11239 -1.19525 -0.35756 0.242
H 0.71084 -1.64916 -0.60988 0.230
H 0.95100 0.80853 -1.58272 0.264
H -0.83215 1.14589 -1.03050 0.223
O -0.75438 0.67052 1.38384 -0.518
```

The following is a quantum chemistry calculation of a single C39H43F3N8O2 molecule in a non-equilibrium geometry, from the Open Molecules 2025 dataset.

Calculated values
Kohn-Sham gap   5.3002 eV
LUMO   -0.0431 hartree
Strongest force on any atom   3.024 eV/A
E_tot   -2399.8907 Ha

The geometry in XYZ format:
```
95
Properties=species:S:1:pos:R:3:mulliken_charge:R:1
C 2.65555 2.58945 3.13765 -1.416
C 1.49799 1.62538 3.39921 1.222
C 0.76844 1.96829 4.69991 -1.536
C 1.94739 0.16458 3.37843 0.437
C 2.74516 -0.29986 4.42460 -0.338
C 3.14046 -1.63594 4.49535 -1.581
C 2.69391 -2.53510 3.53066 -0.436
C 1.87937 -2.10753 2.47979 0.469
C 1.25044 -3.16749 1.58404 1.954
C 0.40189 -4.15022 2.39900 -1.603
C 2.29750 -3.93497 0.77866 -1.520
C 1.60211 -0.73014 2.35439 -0.592
N 0.72495 -0.26029 1.30345 1.739
N -0.51483 0.13171 1.64325 -1.405
N -1.16036 0.31961 0.47758 2.036
C -2.58093 0.52612 0.45977 -0.365
C -3.10980 1.63366 1.14340 0.695
C -2.23837 2.59088 1.96366 2.136
C -2.87007 2.97002 3.30398 -1.652
C -1.86417 3.82233 1.14795 -1.371
C -4.46854 1.90690 0.98588 -0.493
C -5.28566 1.07000 0.22539 -1.579
C -4.76173 -0.09165 -0.33495 -0.415
C -3.41224 -0.40553 -0.19063 0.114
C -2.92110 -1.78275 -0.65301 1.729
C -3.22454 -2.01841 -2.12786 -1.553
C -3.52887 -2.89368 0.20487 -1.590
C -0.30388 0.11839 -0.60855 -0.279
C -0.75225 0.39774 -1.97340 0.840
C -0.41867 -0.46344 -3.07153 -0.324
C -0.43613 0.03826 -4.37286 -0.481
C -1.04553 1.26223 -4.60000 0.092
C -1.01139 1.82608 -5.99818 0.673
F -1.75858 2.95992 -6.13206 -0.285
F 0.27289 2.14674 -6.36972 -0.244
F -1.47577 0.92806 -6.92395 -0.267
C -1.68041 1.96819 -3.58037 -1.014
C -1.51913 1.54465 -2.26541 -0.175
C 0.90447 -0.20082 -0.07926 0.116
C 2.27586 -0.23033 -0.61713 -0.523
H 3.15335 2.34787 2.18985 0.315
H 2.28519 3.62083 3.07351 0.432
H 3.40258 2.53566 3.94179 0.311
H 0.78053 1.73548 2.58267 -0.397
H -0.06899 1.27696 4.85327 0.356
H 1.44343 1.89043 5.56322 0.372
H 0.36390 2.98798 4.66189 0.382
H 3.04925 0.40440 5.20291 0.368
H 3.76586 -1.97863 5.32734 0.356
H 2.95409 -3.59442 3.60981 0.352
H 0.60367 -2.64623 0.86972 -0.892
H -0.30589 -3.61280 3.04039 0.374
H -0.16889 -4.80785 1.73207 0.428
H 1.04324 -4.77228 3.03808 0.318
H 2.90997 -3.25427 0.17693 0.231
H 2.96508 -4.50135 1.44303 0.394
H 1.80522 -4.62726 0.08196 0.437
H -1.32495 2.03482 2.19880 -0.907
H -3.15004 2.06974 3.86163 0.394
H -2.14915 3.53186 3.90988 0.385
H -3.76480 3.58911 3.16570 0.376
H -1.36579 3.53275 0.21476 0.290
H -2.76558 4.39543 0.88971 0.339
H -1.18254 4.47091 1.71100 0.440
H -4.88498 2.79400 1.46392 0.311
H -6.34178 1.30948 0.09019 0.366
H -5.40562 -0.78840 -0.87514 0.381
H -1.83294 -1.80331 -0.52030 -0.859
H -2.82226 -1.20976 -2.74661 0.224
H -2.76846 -2.95814 -2.46027 0.436
H -4.30625 -2.07546 -2.29377 0.406
H -3.32970 -2.72173 1.26873 0.381
H -4.61615 -2.93417 0.06248 0.322
H -3.10341 -3.86481 -0.07090 0.435
H -0.13214 -1.50247 -2.86870 0.714
H 0.01368 -0.52189 -5.19351 0.493
H -2.26178 2.85742 -3.80107 0.536
H -1.96208 2.12825 -1.45339 0.178
H 2.83213 0.64949 -0.22544 0.638
H 2.76436 -1.13249 -0.19499 0.046
O 1.54942 -2.67495 -1.98578 -0.590
N 2.65004 -2.58666 -2.61159 1.003
C 3.22723 -1.28939 -2.75646 -0.505
C 2.44020 -0.19391 -2.07658 1.541
N 3.06447 1.07265 -2.46447 0.335
N 2.61020 2.28107 -2.01112 -0.394
N 3.10463 3.18971 -2.81179 -0.739
N 3.85233 2.63437 -3.78953 -0.527
C 3.80929 1.28974 -3.58796 0.668
C 4.39199 0.19919 -4.26990 -1.044
C 4.13935 -1.07094 -3.77831 -0.417
O 3.21411 -3.59479 -3.09721 -0.781
H 1.45708 -0.18848 -2.59587 -1.182
H 5.02675 0.42916 -5.11592 0.453
H 4.62607 -1.95292 -4.19066 0.500
```

The following is a quantum chemistry calculation of 2 unconnected molecules or ions with the total composition C3H8N3O in a non-equilibrium geometry, from the Open Molecules 2025 dataset.

Calculated values
Kohn-Sham gap (alpha / beta)   9.9122 / 7.4153 eV
Total charge   +1
LUMO (alpha / beta)   -0.1616 / -0.2145 hartree
Relative energy (zero: lowest compared OMol25 entry of this formula, charge and spin)   126.3 kcal/mol
Strongest force on any atom   2.728 eV/A
E_tot   -358.1951 Ha

The geometry in XYZ format:
```
15
Properties=species:S:1:pos:R:3:mulliken_charge:R:1
C -3.45478 -0.09041 -0.20793 -0.121
C 1.15680 -0.02237 0.22868 0.656
C 2.33786 0.54200 -0.59379 -0.944
N -2.37969 0.29475 -0.61368 -0.242
N 1.13136 -1.32994 0.40185 -0.301
N 0.20351 0.78951 0.71914 0.006
O -0.96694 0.33544 0.99339 -0.358
H -4.40843 -0.08325 -0.69029 0.314
H -3.71540 -0.38426 0.81154 0.261
H 1.90976 1.53387 -0.91503 0.293
H 3.30505 0.58908 0.06923 0.323
H 2.32524 -0.14364 -1.49745 0.372
H 1.82767 -1.92525 -0.02460 0.235
H 0.49175 -1.84949 0.89898 0.218
H 0.23624 1.74395 0.41995 0.289
```

The following is a quantum chemistry calculation of a single C7H11NO3 molecule in a non-equilibrium geometry, from the Open Molecules 2025 dataset.

Calculated values
Kohn-Sham gap   8.8296 eV
LUMO   0.0215 hartree
Relative energy (zero: lowest compared OMol25 entry of this formula, charge and spin)   107.9 kcal/mol
Strongest force on any atom   5.204 eV/A
E_tot   -553.6640 Ha

The geometry in XYZ format:
```
22
Properties=species:S:1:pos:R:3:mulliken_charge:R:1
C -0.26723 -1.59071 -1.06121 -0.804
C -0.50721 -1.89688 0.19093 0.822
C -0.89087 -0.84438 1.12090 0.271
C -0.32636 0.64431 -0.69132 0.219
C -0.69933 -3.29735 0.73375 -1.376
C 1.10858 2.94782 0.18235 -0.632
C 1.22899 0.86821 -0.73694 -0.563
N -0.92845 0.42055 0.51947 -0.138
O -1.16747 -0.94177 2.28898 -0.660
O -1.16459 1.24429 -1.56215 -0.507
O 1.63961 2.23834 -0.84366 -0.436
H -0.04225 -1.87675 -2.05004 0.421
H -0.52740 -4.02731 -0.02823 0.395
H -1.73710 -3.45252 0.96137 0.342
H -0.19444 -3.45785 1.65730 0.317
H 0.25054 3.48551 -0.14911 0.256
H 1.84630 3.59156 0.47974 0.315
H 0.87471 2.23676 1.14528 0.243
H 1.75182 0.31463 -1.52659 0.385
H 1.58619 0.46484 0.27453 0.410
H -1.28831 1.11433 1.19356 0.302
H -0.54573 1.81436 -2.09891 0.419
```